Below is a molecular structure, C4H4BrClFIS2 in a non-equilibrium geometry, with properties calculated with ωB97M-V/def2-TZVPD.

## Properties
Orbital gap (alpha / beta) (eV): 7.9 / 7.1
E (eV): -119262.510
LUMO (alpha / beta) (hartree): -0.021 / -0.025
Spin multiplicity: 1
ΔE to the lowest compared entry with this formula, charge and spin (kcal/mol): 0.00
Molar mass (g/mol): 377.5

```
14
Properties=species:S:1:pos:R:3:mulliken_charge:R:1
I 3.679 -0.001 0.604 0.110
Br 1.137 2.490 -0.679 -0.056
Cl 0.370 1.338 2.085 -0.111
S 1.246 -2.110 0.460 -0.060
S -0.527 -1.977 -0.594 -0.074
F 2.477 -1.372 -1.718 -0.218
C 2.293 -1.161 -0.460 0.195
C -1.315 0.869 -0.083 -0.714
C 0.130 1.240 0.332 0.017
C -1.604 -0.654 0.076 -0.491
H -1.887 -0.637 1.202 0.305
H -2.043 1.470 0.360 0.450
H -1.361 1.180 -1.140 0.347
H -2.595 -0.675 -0.446 0.298
```

---

Below is a molecular structure, C4H4BrIN2 in a non-equilibrium geometry, with properties calculated with ωB97M-V/def2-TZVPD.

## Properties
Orbital gap (eV): 9.3
E (eV): -85332.219
LUMO (hartree): -0.001
Spin multiplicity: 1
ΔE to the lowest compared entry with this formula, charge and spin (kcal/mol): 63.35
Molar mass (g/mol): 286.9

```
12
Properties=species:S:1:pos:R:3:mulliken_charge:R:1
I -4.413 0.515 0.155 0.089
Br -2.588 -2.284 -0.224 -0.127
N -1.085 1.645 0.280 -0.184
N -1.726 2.446 -0.591 0.006
C -1.300 0.272 -0.098 1.006
C -2.431 -0.346 0.023 -0.571
C -2.431 3.047 -1.303 -0.226
C -0.109 -0.660 -0.190 -1.425
H -0.348 -1.407 -1.016 0.373
H 0.888 -0.146 -0.431 0.334
H -0.119 1.881 0.430 0.346
H 0.033 -1.161 0.758 0.379
```

---

Below is a molecular structure, C4H4BrN, with properties calculated with ωB97M-V/def2-TZVPD.

## Properties
Orbital gap (eV): 10.4
E (eV): -75743.536
LUMO (hartree): 0.021
Spin multiplicity: 1
ΔE to the lowest compared entry with this formula, charge and spin (kcal/mol): 18.99
Molar mass (g/mol): 146.0

```
10
Properties=species:S:1:pos:R:3:mulliken_charge:R:1
Br -0.698 -0.676 2.321 -0.148
N -0.604 1.926 -0.227 -0.678
C -0.550 -0.617 0.365 -0.012
C 1.050 0.139 -0.755 -0.545
C 0.768 -1.054 -0.209 -0.397
C -0.165 0.763 -0.224 0.328
H 1.274 -2.000 -0.155 0.415
H 1.849 0.523 -1.358 0.468
H -1.477 2.087 0.269 0.252
H -1.448 -1.092 -0.028 0.318
```